# C50H150O50

A 25-piece molecular cluster, C50H150O50 overall at a distorted geometry (ωB97M-V/def2-TZVPD, the Open Molecules 2025 dataset).

The geometry in ORCA input format:
```
! wB97M-V def2-TZVPD RIJCOSX def2/J DEFGRID3
* xyz 0 1
H 6.11 7.55 19.24
H 3.20 3.71 21.35
O 15.12 1.86 19.00
H 12.60 4.57 20.50
H 3.68 0.79 20.67
C 10.91 3.80 24.11
H 12.81 2.13 15.58
H 11.73 0.54 17.27
C 12.18 5.15 19.67
H 4.11 3.95 17.13
H 17.58 3.23 14.85
O 17.09 7.48 14.36
H 14.80 4.00 13.85
H 4.93 -0.80 20.39
H 10.24 -0.38 23.54
H 15.34 5.56 19.91
H 15.92 1.49 14.58
H 18.18 7.21 23.37
H 9.36 6.51 19.95
H 6.19 3.02 20.69
H 16.20 0.49 21.10
H 15.38 7.78 18.20
C 6.23 3.78 16.93
O 17.03 5.13 22.11
H 16.76 6.41 19.26
O 10.00 10.23 19.13
H 8.68 5.98 13.95
C 10.58 9.72 17.91
O 15.62 2.09 13.89
H 15.81 2.11 24.69
O 11.59 8.78 20.69
C 6.31 0.60 19.45
C 14.89 8.35 22.65
H 13.20 12.71 22.08
H 11.76 6.54 16.72
H 7.86 10.27 19.15
H 13.28 14.11 21.23
H 5.25 1.90 22.65
O 13.49 0.74 17.08
H 11.63 3.72 24.93
H 16.22 2.85 26.78
C 10.95 5.31 23.78
H 11.86 7.94 20.30
O 11.99 0.26 22.70
H 18.03 7.63 14.22
O 10.78 0.44 17.22
O 16.63 4.05 17.94
H 8.05 5.59 24.90
H 4.00 9.31 22.74
H 2.53 6.68 20.70
C 5.50 0.08 20.69
O 4.47 5.83 20.59
H 9.24 1.55 16.78
H 17.50 4.35 17.68
O 9.86 5.87 20.45
H 10.81 1.19 14.83
C 18.40 5.30 21.60
H 11.54 10.21 17.77
O 13.32 13.35 18.73
O 9.42 1.47 21.63
H 11.65 7.87 22.50
H 6.13 6.95 16.98
H 8.75 1.58 20.96
C 15.75 6.06 19.03
C 14.77 3.97 25.26
H 6.29 9.15 21.12
O 7.39 3.68 17.78
C 7.12 8.95 20.43
O 19.32 9.50 18.01
H 13.49 6.67 19.72
H 17.56 2.13 21.10
C 10.61 5.09 19.51
C 17.00 9.73 17.44
O 17.59 4.05 13.01
H 11.04 -1.51 22.36
O 16.72 2.42 21.46
C 13.39 -1.35 15.82
C 16.97 3.90 14.25
H 18.20 8.09 16.93
H 10.21 9.76 15.71
O 8.30 5.77 25.81
H 9.02 -0.45 21.15
H 10.68 8.64 18.02
H 14.36 8.18 12.64
O 11.92 10.45 23.24
H 13.11 -1.20 17.92
H 8.03 9.06 21.01
O 16.84 3.19 26.13
C 16.41 8.01 13.27
H 10.33 10.53 21.96
H 4.75 5.73 18.87
H 13.38 9.21 23.62
C 15.12 9.54 21.72
H 10.94 5.81 24.74
H 14.38 7.59 22.05
H 8.80 11.82 16.91
O 7.30 1.53 19.81
O 7.01 9.95 19.44
C 9.79 6.46 15.50
H 6.76 7.15 26.11
C 10.75 9.85 22.70
H 6.70 3.58 24.34
C 16.08 3.13 24.98
H 15.72 9.68 15.96
H 7.73 3.73 22.09
H 18.33 5.08 20.54
H 10.32 4.06 19.74
H 14.71 -0.89 17.45
H 10.07 8.04 21.85
H 15.57 11.38 22.12
C 5.12 8.40 16.34
C 10.77 -0.48 22.60
C 7.85 7.07 26.20
H 9.91 5.48 22.13
H 10.54 2.71 22.47
H 15.59 9.17 20.81
H 11.88 5.55 23.26
C 3.03 5.73 20.53
C 14.62 1.89 20.36
H 14.24 2.88 20.57
H 13.99 3.66 24.56
H 11.82 12.65 19.92
H 15.17 3.38 15.44
O 8.59 7.98 23.99
H 5.91 8.31 23.91
C 15.72 1.42 21.41
C 13.69 -0.70 17.14
C 8.52 8.21 25.43
O 3.36 9.33 24.67
H 14.78 4.80 17.49
H 16.71 3.52 24.18
O 14.22 3.65 26.53
H 4.79 5.03 21.01
H 15.19 7.59 15.12
H 13.90 -0.82 15.01
H 6.99 6.71 20.46
H 5.03 3.93 23.77
C 10.82 2.09 15.45
H 10.46 2.51 17.60
H 18.73 9.73 16.19
O 13.75 -2.78 15.88
O 19.06 7.29 22.99
H 6.54 9.23 14.29
C 6.00 3.49 23.52
C 15.78 5.16 17.73
C 9.91 0.11 21.44
H 9.13 7.19 15.97
H 7.98 9.14 25.59
C 3.72 8.59 23.50
H 9.05 7.15 23.86
H 4.24 7.96 15.86
H 16.81 9.60 18.50
C 5.27 9.76 15.68
H 14.25 10.00 21.26
H 15.07 5.01 25.21
H 18.00 7.42 21.32
H 13.21 -3.21 16.56
H 9.55 8.32 25.76
H 14.07 1.18 17.70
H 5.60 1.12 18.81
H 11.80 6.04 14.95
C 10.32 1.72 16.86
O 2.67 5.19 22.84
H 12.69 4.74 18.80
H 5.35 7.53 22.53
C 7.06 7.54 19.76
O 5.91 2.12 23.32
C 18.33 9.17 17.03
H 2.93 8.02 23.02
H 10.14 2.79 14.98
C 11.01 8.57 21.97
O 12.10 2.76 15.45
H 16.46 9.10 13.35
C 4.97 4.13 17.78
C 5.05 7.75 23.56
H 2.63 5.41 19.57
C 6.72 4.09 22.29
H 8.02 8.36 18.49
H 9.93 3.43 24.39
H 15.27 13.24 20.21
O 9.51 6.42 14.16
C 14.93 7.52 13.29
H 6.80 5.17 22.45
O 15.90 10.52 22.39
O 15.86 9.16 16.75
H 10.56 10.06 19.90
H 2.50 9.74 24.56
O 11.75 8.02 15.35
H 14.79 6.54 12.84
C 18.81 6.77 21.66
H 17.09 4.87 14.73
O 5.87 3.82 21.12
O 14.13 8.66 23.84
H 7.41 2.02 18.99
O 4.87 6.46 24.20
C 12.90 12.56 19.80
C 11.36 6.68 15.72
C 15.53 3.41 14.41
O 8.16 7.47 18.84
H 19.86 8.74 18.22
O 9.57 11.52 16.44
H 4.80 3.51 18.66
H 10.43 0.03 20.49
O 6.25 7.57 16.26
H 6.04 2.82 16.46
H 6.12 -0.24 21.53
H 11.72 1.18 22.71
H 4.34 10.32 15.67
H 15.84 7.86 22.85
H 13.74 1.26 20.44
O 11.29 3.09 22.93
H 16.97 7.68 12.39
H 17.91 3.25 12.60
H 16.90 4.18 22.04
H 17.04 10.81 17.32
H 3.45 5.75 22.92
H 15.21 1.43 22.38
H 19.06 4.67 22.20
H 12.78 13.11 17.97
H 4.90 8.53 17.40
H 11.57 11.26 23.61
H 13.12 11.51 19.61
O 5.65 9.58 14.32
H 13.78 4.46 26.81
H 12.70 7.97 15.22
O 15.05 7.22 18.90
H 1.60 4.33 21.33
H 6.37 4.30 15.98
O 14.99 12.90 21.06
O 12.56 6.53 19.93
H 16.04 5.73 16.83
H 10.08 9.77 23.55
O 5.05 5.51 17.99
H 10.27 5.24 18.48
O 14.39 7.66 14.59
O 4.52 1.05 21.07
C 13.57 13.06 21.12
C 2.63 4.62 21.53
H 15.61 2.69 19.00
O 9.76 5.71 23.05
H 4.66 6.68 25.11
C 9.70 10.10 16.61
H 9.57 5.46 15.87
H 7.27 4.33 18.47
H 19.71 6.88 21.06
H 12.33 -1.38 15.58
H 6.05 10.30 16.22
H 6.72 -0.24 18.89
H 8.69 9.69 16.59
H 8.04 7.26 27.25
*
```

Its energy relative to the best compared isomer or geometry (same formula, charge and spin) is 3.246 eV. The LUMO energy comes out at -0.28 eV. The value obtained for the highest occupied orbital energy is -0.3330 Eh. Its max |F| is 0.05508 hartree/bohr.